The following is a quantum chemistry calculation of an isolated ion of composition C4H8NO2 and charge -1 at a distorted geometry, from the OMol25 dataset.

As for the spin multiplicity: 1. For the energy above the lowest of the compared OMol25 structures with the same formula, charge and spin, the calculation gives 59.7 kJ/mol. The net charge is -1. The LUMO energy is 0.1434 Eh. The HOMO energy is -3.928 eV. As for the gap between HOMO and LUMO: 7.83 eV. As for the SMILES: NCCCC(=O)[O-]. For the total energy, the calculation gives -9864.1675 eV.

Geometry (Å):
O (1.5834, 2.4243, -2.0500)
C (0.6022, 1.7075, -1.7908)
O (-0.5669, 1.8089, -2.2223)
C (0.8428, 0.4639, -0.8269)
C (-0.3625, 0.1044, 0.0250)
C (-0.2174, -1.2152, 0.8034)
N (-0.8313, -1.3329, 2.1222)
H (1.1425, -0.2841, -1.5855)
H (1.7341, 0.5806, -0.1892)
H (-0.4932, 0.9499, 0.7177)
H (-1.2287, 0.0395, -0.6357)
H (0.8772, -1.3023, 1.0024)
H (-0.4498, -2.0342, 0.1067)
H (-1.8225, -1.5020, 1.9659)
H (-0.8100, -0.4083, 2.5572)

Atomic forces in eV per Å
O 0.42 -0.03 0.08
C -0.29 -0.12 0.58
O -0.12 -0.11 -0.01
C 0.57 0.26 -0.83
C -0.26 -0.21 -0.14
C 2.37 0.57 -0.40
N -1.10 0.05 -0.26
H -0.38 -0.31 0.49
H -0.21 0.29 -0.20
H -0.24 -0.22 0.00
H -0.13 0.35 0.14
H -0.49 -0.18 -0.21
H -0.24 -0.06 0.61
H -0.05 -0.02 0.25
H 0.14 -0.25 -0.09

***

The following is a quantum chemistry calculation of C30H24F5IN5NaS as an isolated structure, from the OMol25 dataset.

As for the spin multiplicity: 1. The net charge is 0. The LUMO energy is 0.0000 Eh. The HOMO energy is -6.555 eV. As for the gap between HOMO and LUMO: 6.55 eV. For the total energy, the calculation gives -75890.9007 eV.

Geometry (Å):
Na (-0.3432, 0.3813, -0.3853)
C (-0.4712, -2.5692, 0.9055)
C (-1.2692, -3.1693, -0.2510)
C (-0.8704, -2.7507, -1.6441)
C (-0.9661, -3.6621, -2.6927)
C (-0.7133, -3.2397, -3.9866)
C (-0.3821, -1.9110, -4.1967)
C (-0.2834, -1.0804, -3.0937)
N (-0.5043, -1.4848, -1.8413)
N (-0.8915, -1.2372, 1.3443)
C (-2.2984, -1.1814, 1.7333)
C (-3.2302, -0.5767, 0.7041)
C (-4.5955, -0.5177, 0.9757)
C (-5.4352, 0.0777, 0.0519)
C (-4.8893, 0.5896, -1.1167)
C (-3.5210, 0.4885, -1.2999)
N (-2.7081, -0.0819, -0.4098)
C (-0.0515, -0.8005, 2.4512)
C (-0.1660, 0.6856, 2.7010)
C (0.0844, 1.2335, 3.9536)
C (-0.0528, 2.6026, 4.1199)
C (-0.4399, 3.3778, 3.0375)
C (-0.6456, 2.7491, 1.8201)
N (-0.5039, 1.4355, 1.6555)
H (0.5792, -2.5039, 0.6114)
H (-0.5390, -3.2723, 1.7541)
H (-2.3297, -2.9253, -0.1359)
H (-1.1905, -4.2556, -0.1859)
H (-1.2458, -4.6904, -2.5021)
H (-0.7859, -3.9295, -4.8173)
H (-0.2025, -1.5232, -5.1897)
H (-0.0332, -0.0359, -3.2194)
H (-2.3926, -0.5603, 2.6281)
H (-2.6667, -2.1796, 2.0108)
H (-4.9866, -0.9170, 1.9038)
H (-6.4980, 0.1484, 0.2452)
H (-5.5097, 1.0712, -1.8596)
H (-3.0401, 0.8938, -2.1839)
H (0.9859, -1.0187, 2.2042)
H (-0.2739, -1.3482, 3.3824)
H (0.3724, 0.6000, 4.7833)
H (0.1313, 3.0582, 5.0845)
H (-0.5740, 4.4459, 3.1352)
H (-0.9183, 3.3047, 0.9289)
F (3.9789, 1.3550, -5.2434)
C (2.9330, 1.6910, -4.4814)
C (2.7592, 1.1376, -3.2281)
F (3.6370, 0.2397, -2.7636)
C (1.6654, 1.4897, -2.4663)
F (1.5287, 0.8756, -1.2655)
C (0.6652, 2.3770, -2.8869)
S (-0.7355, 2.7048, -1.9646)
C (0.8988, 2.9332, -4.1598)
F (0.0168, 3.7965, -4.6670)
C (1.9928, 2.6060, -4.9334)
F (2.1545, 3.1664, -6.1364)
I (3.0516, 2.9739, 1.0627)
C (3.6073, 1.1297, 1.9150)
C (4.1068, 1.0987, 3.2125)
C (4.4722, -0.1338, 3.7257)
C (4.3745, -1.2640, 2.9248)
C (3.9030, -1.1063, 1.6326)
N (3.5049, 0.0687, 1.1452)
H (4.2018, 2.0039, 3.7940)
H (4.8483, -0.2086, 4.7381)
H (4.6653, -2.2367, 3.2969)
H (3.8378, -1.9434, 0.9454)

Atomic forces in eV per Å
Na -0.55 0.09 -0.20
C -0.05 -0.10 -0.01
C 0.03 0.11 -0.01
C -0.05 -0.02 -0.02
C -0.01 -0.02 -0.07
C 0.00 0.10 0.05
C -0.02 -0.06 -0.03
C -0.02 -0.07 -0.05
N 0.14 -0.24 -0.23
N 0.01 -0.23 0.24
C -0.02 0.07 -0.03
C -0.15 0.01 -0.06
C -0.02 -0.01 -0.01
C 0.06 -0.02 0.03
C -0.02 0.00 0.03
C -0.11 0.00 -0.09
N -0.15 0.05 0.13
C 0.06 0.03 0.06
C -0.04 0.13 0.11
C -0.02 0.01 0.01
C 0.00 -0.01 -0.06
C -0.02 -0.04 0.06
C 0.02 0.09 0.03
N -0.04 0.16 0.28
H 0.03 -0.02 0.05
H 0.05 0.01 -0.02
H -0.02 -0.08 0.04
H -0.04 0.00 0.01
H -0.01 0.02 0.07
H 0.00 -0.02 0.01
H 0.02 0.02 0.02
H 0.00 0.04 -0.04
H 0.03 -0.05 0.03
H 0.00 0.03 0.05
H 0.02 -0.03 -0.01
H 0.00 -0.01 -0.01
H 0.03 0.00 -0.03
H 0.01 0.02 0.03
H 0.20 -0.07 -0.08
H 0.02 0.01 -0.03
H -0.02 -0.03 -0.02
H 0.00 -0.01 0.00
H 0.01 0.00 -0.04
H 0.04 0.00 0.00
F 0.10 -0.01 -0.03
C -0.17 0.12 0.07
C 0.11 -0.10 0.04
F 0.07 -0.02 -0.01
C -0.18 0.32 -0.18
F 0.54 -0.01 -0.19
C 0.71 -0.09 -0.43
S -0.52 0.06 0.37
C -0.04 -0.18 0.33
F -0.04 0.09 -0.09
C 0.07 -0.05 0.01
F 0.01 0.01 -0.10
I 0.02 -0.14 0.09
C 0.13 0.12 -0.08
C -0.07 -0.05 0.08
C 0.04 0.03 0.01
C -0.01 0.02 0.00
C -0.04 -0.03 0.09
N -0.08 0.05 -0.18
H -0.04 0.01 -0.01
H 0.01 0.00 0.00
H 0.02 -0.01 -0.05
H -0.03 -0.02 0.06

***

Copy entry 1 word for word.
The following is a quantum chemistry calculation of an isolated ion of composition C4H8NO2 and charge -1 at a distorted geometry, from the OMol25 dataset.

As for the spin multiplicity: 1. For the energy above the lowest of the compared OMol25 structures with the same formula, charge and spin, the calculation gives 59.7 kJ/mol. The net charge is -1. The LUMO energy is 0.1434 Eh. The HOMO energy is -3.928 eV. As for the gap between HOMO and LUMO: 7.83 eV. As for the SMILES: NCCCC(=O)[O-]. For the total energy, the calculation gives -9864.1675 eV.

Geometry (Å):
O (1.5834, 2.4243, -2.0500)
C (0.6022, 1.7075, -1.7908)
O (-0.5669, 1.8089, -2.2223)
C (0.8428, 0.4639, -0.8269)
C (-0.3625, 0.1044, 0.0250)
C (-0.2174, -1.2152, 0.8034)
N (-0.8313, -1.3329, 2.1222)
H (1.1425, -0.2841, -1.5855)
H (1.7341, 0.5806, -0.1892)
H (-0.4932, 0.9499, 0.7177)
H (-1.2287, 0.0395, -0.6357)
H (0.8772, -1.3023, 1.0024)
H (-0.4498, -2.0342, 0.1067)
H (-1.8225, -1.5020, 1.9659)
H (-0.8100, -0.4083, 2.5572)

Atomic forces in eV per Å
O 0.42 -0.03 0.08
C -0.29 -0.12 0.58
O -0.12 -0.11 -0.01
C 0.57 0.26 -0.83
C -0.26 -0.21 -0.14
C 2.37 0.57 -0.40
N -1.10 0.05 -0.26
H -0.38 -0.31 0.49
H -0.21 0.29 -0.20
H -0.24 -0.22 0.00
H -0.13 0.35 0.14
H -0.49 -0.18 -0.21
H -0.24 -0.06 0.61
H -0.05 -0.02 0.25
H 0.14 -0.25 -0.09